DFT (ωB97M-V with the def2-TZVPD basis set) results for a cluster of 15 separate species, C5H39NO15 in total.

## Properties
* orbital gap: 9.0300 eV
* HOMO level: -9.19 eV
* ΔE to the lowest compared entry with this formula, charge and spin: 757.3 kJ/mol
* charge: 0

Geometry (Å):
O  3.62  -1.27  -0.07
C  3.10  -0.67  0.87
C  2.50  0.84  0.58
C  1.23  1.21  1.29
C  0.10  0.29  0.95
C  -0.27  0.42  -0.62
N  -1.21  1.48  -0.87
H  2.93  -1.11  1.84
H  2.39  0.83  -0.49
H  3.24  1.55  0.92
H  1.55  1.14  2.38
H  1.03  2.28  1.16
H  0.28  -0.73  1.34
H  -0.86  0.78  1.48
H  0.83  0.49  -1.04
H  -0.80  -0.44  -1.09
H  -2.12  1.21  -0.68
H  -1.15  2.33  -0.33
H  -1.89  1.64  -2.92
H  -1.61  3.05  -3.35
O  -2.34  2.33  -3.44
H  -3.96  0.69  0.46
H  -3.07  1.54  1.26
O  -3.24  0.62  1.15
H  -0.10  -1.86  2.40
H  0.40  -3.29  2.37
O  0.35  -2.63  2.96
H  0.12  -3.39  -1.57
H  -0.20  -3.22  -3.07
O  0.33  -2.89  -2.33
H  -1.32  -4.29  0.31
H  -1.62  -3.34  -0.70
O  -1.25  -4.23  -0.67
H  -1.57  4.42  0.33
H  -0.01  4.65  0.21
O  -0.69  4.21  0.71
H  -3.08  -2.62  -1.86
H  -2.76  -1.20  -2.25
O  -2.68  -1.86  -1.61
H  1.37  -2.85  0.16
H  1.45  -4.47  0.73
O  1.63  -3.48  0.86
H  -1.39  -1.72  0.89
H  -2.14  -0.99  2.10
O  -1.62  -1.84  1.86
H  2.74  1.60  -3.24
H  1.48  1.67  -2.64
O  1.90  2.08  -3.37
H  -0.68  -0.41  3.79
H  0.68  -0.97  4.16
O  0.13  -0.24  4.22
H  -1.97  3.28  2.44
H  -2.50  1.99  3.42
O  -2.15  2.27  2.51
H  0.59  3.21  -1.49
H  0.66  3.82  -2.85
O  0.27  3.89  -2.01
H  3.48  -0.61  -1.94
H  2.08  -0.95  -2.35
O  2.75  -0.30  -2.35

---

DFT (ωB97M-V with the def2-TZVPD basis set) results for a structure of composition C44H51As2N6OW.

## Properties
* orbital gap (spin up / spin down): 5.7085 / 6.5658 eV
* spin multiplicity: 3
* <S²>: 2.025
* HOMO level (spin up / spin down): -10.80 / -11.14 eV
* charge: +1

Geometry (Å):
W  -0.38  -0.10  0.19
C  -2.54  -2.23  -2.41
C  -2.69  -0.85  -3.04
C  -3.30  0.20  -2.11
C  -1.45  -0.30  -3.73
C  -1.64  0.12  -5.05
C  -0.61  0.65  -5.80
C  0.64  0.76  -5.23
C  0.90  0.37  -3.92
C  2.36  0.58  -3.50
C  3.26  -0.57  -3.95
C  2.69  0.98  -2.06
C  -0.17  -0.16  -3.17
N  0.13  -0.60  -1.82
C  1.02  -1.59  -1.79
C  1.74  -1.77  -0.63
C  2.72  -2.66  -0.22
C  3.12  -2.26  1.05
C  2.36  -1.14  1.40
N  1.53  -0.81  0.37
C  2.40  -0.31  2.64
C  0.99  -0.25  3.24
C  3.36  -0.91  3.67
C  2.88  1.10  2.25
H  -3.52  -2.61  -2.11
H  -1.88  -2.24  -1.54
H  -2.13  -2.94  -3.13
H  -3.42  -0.98  -3.85
H  -2.64  0.42  -1.26
H  -4.25  -0.13  -1.69
H  -3.47  1.14  -2.64
H  -2.63  0.01  -5.48
H  -0.78  0.96  -6.82
H  1.45  1.17  -5.82
H  2.66  1.44  -4.11
H  3.14  -1.45  -3.32
H  4.31  -0.28  -3.88
H  3.06  -0.86  -4.98
H  2.85  0.12  -1.41
H  1.92  1.60  -1.61
H  3.61  1.56  -2.05
H  1.18  -2.21  -2.67
H  3.11  -3.49  -0.80
H  3.88  -2.71  1.67
H  0.67  -1.24  3.60
H  0.25  0.06  2.49
H  0.91  0.46  4.06
H  3.05  -1.92  3.95
H  3.36  -0.29  4.57
H  4.38  -0.95  3.28
H  2.18  1.59  1.57
H  3.85  1.04  1.74
H  2.99  1.72  3.14
C  -1.33  4.19  3.31
As  0.08  2.97  2.67
C  1.27  3.21  4.20
C  0.98  4.09  1.34
C  1.88  5.10  1.68
C  2.59  5.79  0.72
C  2.41  5.48  -0.62
C  1.51  4.49  -0.99
C  0.79  3.80  -0.01
As  -0.52  2.46  -0.59
C  -2.21  3.20  0.03
C  -0.75  2.99  -2.45
H  -1.17  5.19  2.91
H  -1.26  4.22  4.40
H  -2.32  3.83  3.04
H  1.34  4.27  4.46
H  2.26  2.82  4.02
H  0.82  2.67  5.03
H  2.05  5.34  2.73
H  3.29  6.56  1.01
H  2.97  6.01  -1.39
H  1.39  4.27  -2.03
H  -2.06  4.25  0.24
H  -2.56  2.68  0.91
H  -2.94  3.08  -0.78
H  -0.94  4.06  -2.42
H  -1.60  2.46  -2.86
H  0.12  2.78  -3.06
N  -3.90  -1.02  0.83
C  -3.09  -0.32  1.66
O  -2.06  0.32  1.13
C  -3.36  -0.17  2.99
C  -4.49  -0.86  3.53
N  -5.44  -1.41  3.88
C  -2.51  0.59  3.84
N  -1.83  1.21  4.54
H  -4.62  -1.59  1.26
H  -3.49  -1.38  -0.01
N  -1.80  -10.01  1.11
C  -1.67  -8.87  1.08
C  -1.50  -7.44  1.03
C  -0.23  -6.89  1.16
C  -0.07  -5.52  1.10
C  -1.17  -4.69  0.91
C  -2.45  -5.25  0.80
C  -2.61  -6.62  0.86
C  -1.00  -3.27  0.81
C  -0.87  -2.06  0.76
H  0.62  -7.54  1.32
H  0.91  -5.07  1.21
H  -3.31  -4.60  0.68
H  -3.59  -7.06  0.77